{
  "formula": "C33H87O31PS9",
  "method": "the ωB97M-V functional and the def2-TZVPD basis",
  "species": ["O", "S", "O", "O", "C", "C", "C", "H", "H", "H", "H", "H", "H", "H", "H", "O", "S", "O", "O", "C", "C", "C", "H", "H", "H", "H", "H", "H", "H", "H", "O", "S", "O", "O", "C", "C", "C", "H", "H", "H", "H", "H", "H", "H", "H", "O", "S", "O", "O", "C", "C", "C", "H", "H", "H", "H", "H", "H", "H", "H", "O", "S", "O", "O", "C", "C", "C", "H", "H", "H", "H", "H", "H", "H", "H", "O", "S", "O", "O", "C", "C", "C", "H", "H", "H", "H", "H", "H", "H", "H", "O", "S", "O", "O", "C", "C", "C", "H", "H", "H", "H", "H", "H", "H", "H", "O", "S", "O", "O", "C", "C", "C", "H", "H", "H", "H", "H", "H", "H", "H", "O", "S", "O", "O", "C", "C", "C", "H", "H", "H", "H", "H", "H", "H", "H", "C", "C", "O", "P", "O", "O", "C", "C", "O", "C", "C", "H", "H", "H", "H", "H", "H", "H", "H", "H", "H", "H", "H", "H", "H", "H"],
  "xyz": [[-1.102, 5.797, 0.720], [-0.823, 7.015, 0.031], [-1.719, 8.124, 0.118], [0.629, 7.522, 0.520], [0.782, 8.857, 0.608], [2.323, 9.108, 0.784], [-0.552, 6.611, -1.616], [0.271, 9.221, 1.505], [0.388, 9.353, -0.266], [2.521, 10.162, 0.927], [2.844, 8.797, -0.122], [2.737, 8.602, 1.656], [0.324, 5.986, -1.488], [-0.464, 7.510, -2.230], [-1.431, 6.130, -1.994], [-5.698, 0.321, -3.293], [-4.419, 0.441, -2.679], [-3.637, 1.633, -2.628], [-4.470, -0.067, -1.124], [-5.129, -1.341, -0.756], [-4.244, -2.060, 0.261], [-3.410, -0.970, -3.291], [-5.203, -1.976, -1.602], [-6.112, -1.006, -0.382], [-3.178, -1.965, 0.012], [-4.541, -3.107, 0.292], [-4.395, -1.591, 1.270], [-3.965, -1.865, -3.173], [-2.635, -0.966, -2.538], [-2.918, -0.709, -4.246], [-2.001, -2.903, 2.555], [-2.826, -3.005, 3.721], [-3.852, -2.043, 3.917], [-3.709, -4.533, 3.740], [-3.716, -5.399, 2.534], [-3.940, -6.788, 3.089], [-1.889, -3.197, 5.227], [-2.756, -5.334, 1.990], [-4.507, -5.041, 1.871], [-4.882, -6.776, 3.638], [-3.099, -7.042, 3.738], [-4.038, -7.548, 2.298], [-1.190, -4.009, 5.204], [-2.663, -3.543, 5.911], [-1.428, -2.318, 5.651], [-0.892, -1.593, -1.499], [-0.134, -0.614, -0.844], [0.934, 0.047, -1.506], [-1.022, 0.495, -0.238], [-0.353, 1.624, 0.289], [-1.277, 2.627, 0.853], [0.571, -1.370, 0.595], [0.208, 2.083, -0.526], [0.480, 1.312, 0.929], [-1.646, 2.381, 1.861], [-2.189, 2.845, 0.217], [-0.690, 3.526, 0.916], [-0.219, -1.699, 1.275], [1.196, -0.637, 1.128], [1.167, -2.252, 0.364], [1.749, 4.199, -0.205], [3.135, 4.455, -0.443], [3.903, 5.305, 0.356], [4.077, 3.071, -0.562], [3.508, 1.809, -1.016], [3.488, 0.915, 0.238], [3.296, 5.066, -2.189], [4.121, 1.404, -1.812], [2.440, 2.021, -1.333], [3.139, -0.077, -0.034], [2.719, 1.337, 0.914], [4.464, 0.933, 0.778], [2.703, 4.451, -2.873], [4.351, 4.920, -2.412], [3.113, 6.106, -2.334], [0.764, 3.811, 4.521], [1.760, 4.846, 4.643], [1.764, 5.855, 5.646], [3.171, 4.232, 4.779], [3.456, 3.181, 3.844], [4.567, 2.378, 4.306], [1.825, 5.755, 3.066], [3.739, 3.736, 2.914], [2.489, 2.704, 3.730], [4.405, 1.994, 5.292], [5.459, 2.988, 4.172], [4.640, 1.525, 3.592], [1.843, 4.983, 2.275], [2.763, 6.323, 3.223], [0.864, 6.269, 3.000], [-0.909, -7.081, 2.483], [0.071, -6.220, 3.039], [-0.051, -5.510, 4.269], [1.319, -7.184, 3.193], [2.330, -6.960, 4.169], [3.595, -6.681, 3.404], [0.706, -5.129, 1.789], [2.331, -7.965, 4.698], [1.944, -6.209, 4.836], [3.446, -5.928, 2.585], [3.951, -7.613, 2.910], [4.374, -6.325, 4.067], [1.633, -4.738, 2.194], [-0.053, -4.388, 1.600], [0.892, -5.701, 0.885], [3.673, -3.139, 2.488], [3.832, -1.908, 3.206], [4.148, -0.672, 2.599], [2.436, -1.704, 3.965], [2.091, -0.365, 4.359], [0.758, -0.509, 5.007], [5.068, -2.225, 4.400], [2.099, 0.294, 3.472], [2.781, -0.046, 5.140], [0.509, 0.479, 5.372], [0.907, -1.145, 5.897], [-0.025, -0.828, 4.378], [5.151, -1.369, 5.078], [5.997, -2.277, 3.835], [4.803, -3.133, 4.957], [-6.402, 2.761, 3.034], [-5.775, 2.313, 1.837], [-6.478, 1.494, 0.871], [-5.215, 3.561, 1.107], [-4.818, 3.572, -0.281], [-4.113, 4.835, -0.682], [-4.321, 1.431, 2.263], [-5.727, 3.340, -0.814], [-4.178, 2.702, -0.330], [-3.185, 4.972, -0.097], [-4.853, 5.649, -0.571], [-3.886, 4.607, -1.709], [-3.614, 1.918, 2.917], [-3.857, 1.356, 1.291], [-4.543, 0.475, 2.719], [4.136, -2.679, -7.688], [3.023, -1.880, -8.278], [1.775, -2.331, -7.550], [0.991, -3.606, -8.100], [1.667, -4.739, -8.690], [0.079, -4.089, -6.911], [-0.769, -3.263, -6.104], [-0.363, -3.361, -4.682], [0.026, -2.815, -9.178], [-0.802, -3.589, -10.112], [-2.168, -3.623, -9.571], [4.016, -3.762, -7.826], [5.165, -2.480, -8.021], [4.136, -2.522, -6.615], [3.176, -0.791, -8.129], [2.877, -2.115, -9.306], [-0.575, -2.259, -6.479], [-1.771, -3.592, -6.316], [-0.676, -4.359, -4.293], [0.727, -3.187, -4.591], [-0.911, -2.612, -4.117], [-0.803, -3.133, -11.087], [-0.391, -4.564, -10.198], [-2.896, -4.113, -10.219], [-2.198, -4.122, -8.588], [-2.439, -2.575, -9.433]],
  "forces_ev_per_a": [[0.341, 0.107, 0.228], [-0.743, 0.484, 1.003], [-0.124, 0.041, 0.115], [-1.224, -3.915, -0.713], [2.338, 3.244, 1.415], [-1.030, 0.069, -0.438], [0.458, 0.557, -0.376], [-0.103, 0.224, -0.225], [-0.003, 0.415, -0.239], [-0.104, 0.350, -0.042], [0.081, -0.138, 0.117], [-0.213, -0.249, -0.122], [0.151, -0.322, -0.966], [0.625, -0.048, 0.227], [-0.366, -0.774, 0.061], [-0.420, 0.739, 0.030], [0.965, -3.336, 1.058], [-0.303, 0.278, -0.172], [-0.056, 0.386, -0.864], [0.368, 1.354, 0.709], [-0.445, 1.262, 0.948], [0.907, 2.666, 0.460], [-0.470, -0.305, -1.025], [0.383, -0.618, -0.096], [-0.346, -0.155, -0.118], [0.095, -0.036, 0.143], [0.232, -0.625, -0.826], [-0.566, -0.735, -0.625], [0.334, -0.230, -0.004], [-0.782, -0.463, 0.254], [0.410, -0.386, -0.076], [-1.543, -2.594, 0.070], [-0.084, 0.586, 0.280], [2.055, 2.175, -0.643], [0.641, 0.561, 0.394], [-0.259, -0.006, -0.280], [-1.088, -0.784, 0.549], [-0.382, 0.100, 0.377], [-0.033, -0.116, 0.139], [0.088, -0.138, 0.195], [-0.283, -0.099, -0.074], [0.202, 0.352, 0.154], [0.415, -0.277, -0.663], [-0.134, 0.211, 0.174], [-0.150, 0.571, -0.519], [-1.540, -0.900, -0.899], [2.374, -0.066, 1.797], [0.816, 0.283, -1.076], [-1.751, -0.863, 0.102], [1.653, 0.836, -0.928], [-1.597, 0.254, 0.520], [-0.096, 0.108, 1.002], [-0.291, 0.072, -0.260], [-0.540, -0.029, 0.584], [0.204, 0.015, -0.343], [1.279, -0.402, 0.445], [-0.006, 0.563, 0.194], [-0.152, 0.093, -0.162], [-0.166, -0.310, -0.317], [0.056, 0.200, -0.437], [0.022, -0.549, 0.450], [0.805, -1.642, -4.003], [0.877, 1.058, 1.649], [-1.200, 1.941, 0.056], [-1.723, 0.378, 1.352], [-0.162, 0.780, -0.195], [0.624, -1.533, 0.663], [0.047, 0.215, -0.176], [1.331, -0.573, -0.021], [0.381, -0.203, 0.090], [0.418, -0.135, -0.098], [-0.770, -0.248, -0.652], [-0.022, 0.083, 0.314], [0.052, -0.130, -0.018], [-0.577, 0.724, 0.455], [0.298, 0.182, 0.503], [-1.264, 1.829, -1.271], [-0.660, -0.088, 0.735], [1.029, -0.368, 0.524], [-1.270, 1.766, -1.563], [1.084, -1.244, -1.238], [0.314, -1.696, 1.028], [-0.304, -0.815, 0.288], [0.196, -0.749, -0.405], [0.205, -0.095, 0.689], [0.292, -0.301, 0.608], [0.148, 0.398, 0.546], [0.291, 0.684, 0.178], [-0.835, 0.090, -0.765], [0.434, 0.355, 0.058], [-0.970, 0.224, 0.077], [2.110, -0.753, -1.085], [-0.754, 0.348, 0.396], [-0.950, -0.292, -0.662], [-0.280, -1.794, 0.154], [0.502, -0.002, -0.813], [-0.293, -0.443, 0.309], [0.514, 1.351, -0.225], [0.437, 0.447, 0.396], [0.066, -0.549, 0.932], [-0.228, 0.609, 0.363], [0.247, 0.069, 0.068], [-0.028, 0.413, -0.070], [-0.130, 0.515, 0.012], [-0.011, -0.166, 0.065], [-0.102, 0.442, -0.247], [-0.974, -1.435, 0.591], [0.382, 0.918, -0.951], [1.218, -0.669, -0.484], [-0.230, -0.058, -0.199], [0.765, 0.806, 1.558], [-0.234, 0.298, 0.957], [0.094, -0.234, 0.538], [0.320, 0.323, -0.305], [-0.338, 0.327, 0.209], [-0.452, 0.039, -0.446], [-0.760, -0.639, -0.822], [-0.109, -0.130, -0.065], [-0.033, -0.343, 0.032], [0.332, 0.235, -0.313], [-0.293, 0.254, -0.094], [-0.511, -1.216, -0.001], [0.283, 0.548, 0.633], [0.088, 1.723, 0.957], [-0.035, -1.585, 0.739], [-0.778, -0.351, 0.950], [0.469, -0.013, -0.369], [-0.106, 0.194, -0.634], [0.327, -0.153, -0.779], [-0.603, 0.190, -0.270], [0.816, -0.007, -0.212], [0.262, 0.502, -0.660], [-0.264, 0.708, 0.254], [0.440, -0.745, -0.240], [-0.346, -0.270, -0.280], [1.057, -0.906, 0.651], [-0.655, -0.382, 0.999], [0.862, 0.111, -0.416], [-1.838, 1.821, -0.918], [1.077, -0.684, -0.386], [0.453, -0.565, -0.160], [0.978, 0.826, -1.132], [-0.119, -0.845, 0.734], [0.430, -0.736, 0.207], [0.856, 0.126, 0.757], [-1.115, 0.267, 0.958], [-0.333, 0.290, -0.176], [-0.457, 0.465, -0.277], [0.043, 0.095, 0.271], [-0.595, -0.719, 0.028], [-0.143, 0.097, -0.920], [-0.644, 0.347, 0.168], [-0.522, 0.122, 0.115], [0.612, 0.661, -0.071], [-0.641, -0.196, 0.129], [0.086, 0.122, 0.240], [0.402, 0.514, -0.235], [0.557, -0.914, -0.175], [0.122, 0.053, -0.114], [0.006, 0.143, -0.355], [-0.479, -0.102, 0.115]],
  "smiles": "CCOP(=O)(OCC)OCC.CCOS(C)(=O)=O.CCOS(C)(=O)=O.CCOS(C)(=O)=O.CCOS(C)(=O)=O.CCOS(C)(=O)=O.CCOS(C)(=O)=O.CCOS(C)(=O)=O.CCOS(C)(=O)=O.CCOS(C)(=O)=O",
  "homo_energy_ha": -0.3862
}

{
  "formula": "C12H9ClN3O4PtS",
  "method": "the ωB97M-V functional and the def2-TZVPD basis",
  "species": ["Pt", "O", "Cl", "O", "O", "O", "N", "C", "C", "C", "C", "C", "C", "S", "N", "C", "C", "C", "C", "C", "C", "N", "H", "H", "H", "H", "H", "H", "H", "H", "H"],
  "xyz": [[-0.232, 0.801, -2.358], [-1.017, 0.271, -5.845], [-0.029, 0.778, -5.023], [1.070, 1.288, -5.690], [-0.596, 1.807, -4.126], [0.395, -0.245, -4.052], [-0.015, -0.530, 1.555], [0.590, -1.744, 1.710], [0.741, -2.288, 2.993], [1.370, -3.498, 3.164], [1.847, -4.206, 2.054], [1.699, -3.695, 0.784], [1.070, -2.464, 0.593], [0.869, -1.864, -1.042], [0.215, -0.353, -0.833], [-0.151, 0.173, 0.394], [-0.692, 1.471, 0.353], [-1.025, 2.278, 1.467], [-1.556, 3.521, 1.261], [-1.776, 3.977, -0.049], [-1.407, 3.171, -1.107], [-0.872, 1.961, -0.926], [-0.390, -0.099, 2.390], [0.373, -1.734, 3.843], [1.502, -3.902, 4.156], [2.338, -5.153, 2.194], [2.068, -4.228, -0.078], [-0.837, 1.921, 2.467], [-1.798, 4.148, 2.103], [-2.216, 4.945, -0.219], [-1.540, 3.492, -2.134]],
  "forces_ev_per_a": [[0.362, -0.454, -1.352], [-1.020, -0.493, -0.819], [0.149, 0.002, -1.329], [1.071, 0.506, -0.635], [-0.708, 1.202, 1.288], [0.363, -0.971, 1.611], [-1.286, 2.773, -0.565], [1.394, -2.771, -0.216], [-0.152, 0.683, -0.848], [0.394, -0.716, -0.540], [-0.169, 0.201, 0.898], [-0.348, 0.844, -0.480], [-0.263, 0.301, 1.619], [0.501, -1.225, -1.142], [-1.562, 2.627, 4.499], [1.969, -4.106, -2.425], [-1.234, 3.079, -0.264], [0.607, -1.436, -0.946], [-0.353, 0.798, -0.876], [0.185, -0.395, 0.969], [-0.049, 0.032, -0.189], [-0.004, -0.175, 1.753], [0.115, -0.116, -0.191], [-0.055, 0.077, 0.147], [-0.024, -0.038, 0.065], [0.074, -0.148, 0.020], [0.078, -0.157, -0.089], [-0.020, -0.014, 0.083], [-0.071, 0.081, 0.063], [-0.007, 0.093, -0.138], [0.065, -0.085, 0.029]],
  "relative_energy_kj_mol": 0.0,
  "charge": 1,
  "homo_energy_ha": [-0.4038, -0.4037]
}

In the order shown, the computed molar mass values come out to 1299.61; 521.82 g mol⁻¹.